Here is a structure of composition C23H20BrN2OPV from the OMol25 dataset. Energies are from the ωB97M-V functional and the def2-TZVPD basis.

For the total energy, the calculation gives -4931.62174 a.u. As for the multiplicity: 3. As for the net charge: +3.

Atoms and positions in Å:
1 V 0.03567 1.05870 -1.23932
2 N 1.84200 0.12207 -1.87062
3 C 2.81727 -0.31031 -0.84645
4 C 4.13652 -0.53087 -1.18663
5 C 5.01607 -0.98005 -0.20379
6 C 4.58137 -1.20870 1.09484
7 C 3.25880 -0.97585 1.43587
8 C 2.37364 -0.51006 0.46269
9 P 0.66731 -0.13660 0.77397
10 C -0.14644 -1.05007 2.04766
11 C -0.48942 -0.44714 3.26289
12 C -1.07780 -1.21797 4.25118
13 C -1.31348 -2.57006 4.03029
14 C -0.96584 -3.16924 2.82283
15 C -0.38305 -2.41364 1.82196
16 C 0.41502 1.64508 0.86324
17 C -0.93644 2.06025 0.78615
18 C -1.27168 3.27634 0.19395
19 C -0.28058 4.08496 -0.35754
20 C 1.06197 3.70335 -0.27229
21 C 1.40769 2.49635 0.32641
22 H 2.34382 0.70224 -2.54634
23 H 1.56721 -0.70649 -2.40637
24 H 4.48873 -0.37996 -2.20028
25 H 6.04947 -1.16305 -0.46706
26 H 5.27504 -1.56611 1.84350
27 H 2.91392 -1.15039 2.44762
28 H -0.28052 0.59992 3.44604
29 H -1.33920 -0.76811 5.19922
30 H -1.76525 -3.16707 4.81151
31 H -1.14390 -4.22480 2.66968
32 H -0.09608 -2.88210 0.88667
33 H -1.71716 1.41270 1.17152
34 H -2.30922 3.58366 0.15028
35 H -0.55101 5.01609 -0.83960
36 H 1.83688 4.34474 -0.67363
37 H 2.44483 2.18088 0.35606
38 O -5.07048 -0.99082 -3.81976
39 C -4.00575 -0.66437 -3.13731
40 C -3.68174 -1.18354 -1.86790
41 C -2.54055 -0.76356 -1.24223
42 N -1.70333 0.14996 -1.79579
43 C -2.04133 0.60553 -3.00793
44 Br -0.72026 1.82808 -3.68367
45 C -3.13605 0.27543 -3.73786
46 H -5.64241 -1.64006 -3.38091
47 H -4.32086 -1.91170 -1.38617
48 H -2.25826 -1.14427 -0.26870
49 H -3.34511 0.68063 -4.71790

Here is a structure of composition C16H31NP2SZn in a non-equilibrium geometry from the OMol25 dataset. Energies are from the ωB97M-V functional and the def2-TZVPD basis.

For the total energy, the calculation gives -3543.11603 a.u.

Atoms and positions in Å:
1 P 0.01637 -1.39139 -2.22771
2 P 0.24223 1.76233 -2.06931
3 C -0.26137 -0.43498 -3.79563
4 C 0.39636 0.94621 -3.74369
5 H -1.35222 -0.36722 -3.93943
6 H 0.17165 -1.04767 -4.59956
7 H 1.47622 0.88789 -3.95584
8 H -0.07354 1.63239 -4.46272
9 C -1.44370 2.45909 -2.29639
10 H -1.63796 3.18081 -1.49193
11 H -2.21030 1.67273 -2.28112
12 H -1.44518 2.97095 -3.26891
13 C 1.21505 3.26453 -2.38592
14 H 0.80748 3.76296 -3.27424
15 H 2.26340 2.98585 -2.54625
16 H 1.13323 3.91770 -1.50792
17 C -1.00721 -2.85967 -2.50502
18 H -0.91367 -3.51884 -1.63234
19 H -0.63672 -3.36131 -3.40735
20 H -2.05363 -2.55641 -2.63466
21 C 1.67396 -2.06141 -2.61900
22 H 2.42883 -1.26429 -2.62865
23 H 1.60043 -2.52208 -3.61311
24 H 1.94152 -2.82175 -1.87415
25 Zn 1.12163 0.17112 5.48353
26 C 0.40052 1.43554 1.76259
27 C -0.90991 1.40636 1.49540
28 C -1.64154 0.56872 0.50112
29 C -2.00247 -0.85483 0.96321
30 C -0.87220 -1.77086 1.30757
31 C 0.40196 -1.71311 0.90661
32 C 1.07108 -0.53025 0.28232
33 C 1.51588 0.54653 1.28387
34 C 0.57715 -1.62941 5.02501
35 H 0.75256 2.15968 2.50917
36 H -1.57285 2.04466 2.09632
37 H -1.07041 0.50056 -0.43963
38 H -2.57480 1.08247 0.21048
39 H -2.67903 -0.77126 1.83398
40 H -2.59260 -1.32703 0.15757
41 H -1.18878 -2.59808 1.95046
42 H 1.00649 -2.62892 0.94545
43 H 0.37696 -0.01678 -0.40311
44 H 1.93944 -0.83344 -0.31777
45 H 2.04685 0.04277 2.11356
46 H 2.26750 1.16481 0.76113
47 H 1.26791 -2.31682 5.52693
48 H 0.54772 -1.77589 3.93666
49 H -0.42835 -1.77421 5.43664
50 S 0.47615 2.06459 6.55273
51 C -0.08073 1.30303 7.94091
52 N -0.48741 0.81356 8.93817

Here is a structure of composition C35H29N3O5PtS2 in a non-equilibrium geometry from the OMol25 dataset. Energies are from the ωB97M-V functional and the def2-TZVPD basis.

For the total energy, the calculation gives -2807.11634 a.u. As for the multiplicity: 5.

Atoms and positions in Å:
1 Pt -0.74091 0.00635 -0.34663
2 C -0.52031 1.18575 3.59117
3 C -1.10881 2.07615 2.56437
4 N -1.10321 1.86505 1.26577
5 C -1.72971 2.92105 0.67887
6 C -2.12251 3.81115 1.65487
7 N -1.71541 3.24975 2.83767
8 C -2.88351 5.08405 1.65797
9 O -3.15991 5.62065 0.49747
10 O -3.20531 5.56805 2.72057
11 C -1.89781 2.96645 -0.81163
12 O -2.26231 4.03185 -1.32663
13 O -1.62601 1.90475 -1.41543
14 H -0.22101 0.25185 3.12127
15 H -1.24791 0.97105 4.37177
16 H 0.34839 1.66015 4.04937
17 H -1.89591 3.67825 3.73397
18 H -2.82381 5.07375 -0.29893
19 C 5.91789 2.42275 -2.79413
20 C 4.97249 2.12095 -1.67563
21 C 4.30539 3.14915 -1.02123
22 C 3.42779 2.87485 0.01307
23 C 3.20829 1.56055 0.38037
24 C 3.85249 0.52115 -0.26693
25 C 4.73649 0.80365 -1.28733
26 S 2.01879 1.17065 1.68587
27 C 3.32089 0.66675 2.90867
28 O 1.38529 -0.09495 1.24937
29 H 6.01179 3.49595 -2.94003
30 H 5.55939 1.97595 -3.71973
31 H 6.90119 2.00435 -2.58373
32 H 4.46509 4.17205 -1.33053
33 H 2.90499 3.66895 0.52567
34 H 3.62349 -0.49665 0.01347
35 H 5.24269 -0.00505 -1.79233
36 H 3.95359 -0.09195 2.46237
37 H 2.83059 0.26615 3.78857
38 H 3.89749 1.54585 3.17797
39 C 2.77129 0.15015 -3.75743
40 C 2.32789 -1.08645 -3.32323
41 C 1.30319 -1.16995 -2.39013
42 C 0.73259 -0.01765 -1.86733
43 C 1.18999 1.22075 -2.30213
44 C 2.19879 1.30215 -3.24993
45 H 3.55919 0.21895 -4.49503
46 H 2.77319 -1.99155 -3.71163
47 H 0.96079 -2.15085 -2.08573
48 H 0.75759 2.14355 -1.93893
49 H 2.53599 2.27045 -3.59523
50 N -4.68941 -6.06295 6.50917
51 C -4.22961 -5.37175 5.71757
52 C -3.65431 -4.52855 4.74417
53 C -4.42981 -4.06355 3.67787
54 C -3.86291 -3.25615 2.71887
55 C -2.51361 -2.89065 2.81197
56 C -1.74191 -3.36385 3.88027
57 C -2.30511 -4.17495 4.83867
58 C -1.95521 -2.03515 1.84147
59 C -1.51361 -1.26975 1.00267
60 H -5.46941 -4.34985 3.61977
61 H -4.44911 -2.89705 1.88687
62 H -0.69831 -3.09415 3.93687
63 H -1.71761 -4.54855 5.66467
64 S -3.02891 -0.42555 -1.82023
65 C -2.72221 -1.71665 -2.92583
66 C -3.30901 -1.67415 -4.19613
67 C -3.10781 -2.70875 -5.08493
68 C -2.33771 -3.80575 -4.71863
69 C -1.75081 -3.85315 -3.45863
70 C -1.93321 -2.81465 -2.56693
71 H -3.91181 -0.82065 -4.46693
72 H -3.55441 -2.66175 -6.06743
73 H -2.20061 -4.61965 -5.41513
74 H -1.15161 -4.70815 -3.17443
75 H -1.49241 -2.83135 -1.57873